[1]
Computed, not measured: a 9-piece molecular cluster, C22H30BBrCl17F3NO6 overall at a distorted geometry, with ωB97M-V/def2-TZVPD.

```
81
Properties=species:S:1:pos:R:3:forces:R:3:lowdin_charge:R:1
C 1.674 -1.643 1.777 -0.54 0.38 -0.06 0.039
B 1.227 -1.077 0.390 0.54 -0.29 0.68 -0.441
O 2.128 -0.996 -0.653 -0.87 1.06 0.10 0.124
C -0.299 -0.569 0.257 -0.21 -0.38 -0.54 0.057
C -1.329 -1.526 0.291 0.15 0.67 -0.49 0.011
C -0.938 -2.975 0.407 -0.46 -0.30 0.43 -0.498
O -0.857 -3.463 1.487 0.33 -0.17 0.48 0.197
O -0.669 -3.670 -0.713 -0.34 0.15 -0.06 0.175
C -2.671 -1.161 0.231 0.29 -0.49 -0.23 -0.105
C -3.736 -2.234 0.328 -0.20 0.17 -0.19 -0.100
C -4.761 -2.289 -0.826 -0.17 0.27 0.27 -0.063
C -6.183 -2.388 -0.306 0.01 -0.23 -0.43 -0.641
F -6.428 -3.628 0.136 -0.04 0.14 0.26 0.161
F -7.071 -2.128 -1.281 0.07 0.01 -0.01 0.141
F -6.432 -1.520 0.688 -0.07 -0.15 0.11 0.086
C -2.940 0.202 0.117 -0.30 -0.41 0.31 -0.471
Cl -4.556 0.728 0.089 0.08 0.11 0.04 0.982
N -1.962 1.136 0.067 0.08 0.10 0.10 0.017
C -2.385 2.553 -0.031 -0.04 0.19 -0.08 -0.154
C -2.768 2.924 -1.465 -0.09 -0.37 0.01 -0.512
O -3.796 3.440 -1.721 -0.59 0.66 -0.10 0.164
O -1.833 2.696 -2.429 0.01 -0.41 0.21 0.128
C -0.652 0.764 0.122 0.43 -0.40 -0.11 -0.158
C 0.462 1.774 0.047 -0.87 0.59 0.25 -0.080
C 0.966 2.138 1.441 -0.30 -0.07 -0.04 -0.748
O 2.097 2.159 1.748 0.67 -0.01 0.09 0.090
Br -0.418 2.577 2.744 0.10 -0.06 -0.17 0.841
H 2.374 -0.946 2.249 0.19 0.02 -0.11 0.094
H 0.829 -1.723 2.456 0.03 -0.21 0.18 0.066
H 2.183 -2.602 1.686 0.08 -0.05 -0.03 0.088
H 2.724 -0.262 -0.446 0.66 -0.44 -0.22 0.131
H -1.348 -3.482 -1.378 0.35 0.12 -0.33 0.140
H -3.277 -3.216 0.384 0.25 0.01 0.18 0.122
H -4.215 -2.102 1.298 -0.23 0.01 0.00 0.118
H -4.618 -3.163 -1.455 0.10 -0.07 -0.02 0.138
H -4.713 -1.419 -1.472 0.00 0.12 -0.07 0.104
H -3.215 2.781 0.676 0.85 -0.69 -0.83 -0.027
H -1.580 3.221 0.245 0.22 -0.18 0.19 0.097
H -1.500 1.793 -2.340 0.34 0.11 -0.13 0.112
H 1.274 1.409 -0.569 0.18 -0.20 0.11 0.132
H 0.141 2.701 -0.424 0.00 0.08 -0.04 0.129
C -2.028 -3.634 4.678 0.13 -0.04 0.05 -1.041
Cl -1.844 -3.521 6.427 0.02 0.01 -0.03 0.534
Cl -3.696 -3.307 4.170 -0.01 0.05 -0.14 0.508
H -1.376 -2.906 4.210 -0.05 0.04 0.00 0.004
H -1.761 -4.634 4.360 -0.08 -0.03 0.02 0.028
C 3.488 5.014 3.419 -0.02 -0.04 -0.05 -1.036
Cl 2.819 5.035 5.053 -0.07 -0.03 -0.02 0.513
Cl 5.171 5.548 3.384 -0.01 0.04 -0.08 0.545
H 3.439 4.001 3.038 0.05 -0.03 0.07 -0.004
H 2.903 5.682 2.796 0.03 0.09 0.06 0.025
C 3.890 -3.193 -2.135 -0.03 -0.05 -0.10 -1.022
Cl 5.196 -2.846 -3.276 -0.01 0.04 0.00 0.544
Cl 4.508 -3.883 -0.630 -0.10 0.03 0.05 0.526
H 3.375 -2.271 -1.905 0.10 -0.03 0.00 -0.017
H 3.208 -3.901 -2.591 0.10 -0.09 0.00 0.031
C 5.443 -3.776 -6.968 0.04 -0.01 0.07 -1.032
Cl 6.474 -2.898 -8.103 -0.01 -0.01 0.01 0.529
Cl 3.837 -4.085 -7.641 -0.03 -0.02 0.05 0.501
H 5.912 -4.725 -6.736 0.00 -0.02 -0.09 0.030
H 5.331 -3.181 -6.071 -0.03 0.05 -0.05 -0.034
C -5.819 3.636 2.460 -0.08 -0.05 0.13 -0.956
Cl -4.528 4.162 1.353 -0.82 0.69 0.40 0.629
Cl -5.156 2.839 3.885 -0.01 -0.04 -0.02 0.534
H -6.383 4.508 2.768 0.09 0.06 0.00 0.037
H -6.459 2.937 1.933 0.05 -0.02 -0.03 0.016
C -9.232 0.051 0.416 -0.07 0.01 -0.07 -1.049
Cl -8.891 0.191 2.149 0.12 0.05 -0.01 0.507
Cl -10.940 0.303 0.061 0.03 0.01 -0.04 0.538
H -8.654 0.800 -0.114 -0.03 0.05 0.04 0.021
H -8.952 -0.941 0.088 -0.05 -0.06 0.06 0.001
C 9.401 -0.616 -8.333 -0.03 0.04 -0.03 -1.050
Cl 10.704 -0.261 -9.471 -0.03 0.02 -0.02 0.511
Cl 10.009 -1.335 -6.837 -0.06 -0.01 0.03 0.492
H 8.891 0.309 -8.090 0.06 0.03 0.03 0.025
H 8.716 -1.313 -8.798 0.07 -0.06 -0.01 -0.025
C 8.293 5.424 5.504 -0.02 -0.01 0.06 -1.042
Cl 8.506 7.124 5.066 -0.07 -0.02 -0.01 0.498
Cl 9.710 4.453 5.091 -0.03 -0.04 0.01 0.503
H 8.128 5.362 6.572 0.08 0.03 0.02 0.026
H 7.437 5.032 4.969 0.03 0.01 -0.06 -0.033
```
Forces are in eV/Å.

## Properties
net charge: +1
gap between HOMO and LUMO: 6.8309 eV
LUMO level: -5.18 eV


[2]
Computed, not measured: C22H30BaN4OS2 as an isolated structure, with ωB97M-V/def2-TZVPD.

```
60
Properties=species:S:1:pos:R:3:forces:R:3:lowdin_charge:R:1
Ba -0.264 0.500 -0.273 -0.03 0.37 -0.60 1.689
C 4.080 -1.836 0.501 0.02 0.06 -0.11 -0.033
C 2.993 -0.821 0.746 -0.01 -0.05 0.08 -0.271
N 2.369 -0.294 -0.251 -0.17 -0.29 0.11 -0.096
N 2.957 -0.521 -1.495 -0.17 0.19 0.03 -0.101
C 2.207 -0.663 -2.528 0.23 -0.03 -0.50 -1.182
S 0.547 -1.078 -2.780 -0.05 -0.05 0.45 0.317
S 3.076 -0.344 -4.079 0.05 0.02 0.16 0.836
C 3.979 1.163 -3.577 -0.16 0.00 0.11 -0.426
C 3.033 2.159 -2.948 0.08 0.01 0.05 -0.296
C 3.102 2.438 -1.585 0.00 0.13 -0.10 -0.062
C 2.192 3.304 -0.988 0.07 0.02 0.02 -0.106
C 1.200 3.907 -1.752 -0.01 -0.05 0.05 -0.126
C 1.127 3.638 -3.114 -0.01 -0.04 -0.05 -0.089
C 2.034 2.770 -3.702 -0.04 -0.03 -0.03 -0.046
C 2.733 -0.393 2.142 0.02 0.06 0.07 -0.110
C 3.835 -0.408 3.010 0.03 -0.01 0.02 -0.061
C 3.775 0.046 4.312 0.00 0.00 -0.01 -0.111
C 2.563 0.529 4.796 -0.02 -0.01 -0.02 -0.102
C 1.456 0.551 3.978 -0.04 -0.01 0.00 -0.037
C 1.494 0.102 2.640 0.15 -0.10 0.06 -0.402
O 0.399 0.139 1.927 0.08 -0.10 0.21 -0.490
H 3.760 -2.521 -0.283 0.00 0.00 0.00 0.082
H 4.317 -2.398 1.399 0.00 0.00 0.00 0.074
H 4.982 -1.346 0.125 0.01 0.00 0.02 0.093
H 4.412 1.550 -4.500 -0.03 0.02 -0.02 0.076
H 4.786 0.914 -2.893 0.00 -0.04 0.03 0.071
H 3.871 1.970 -0.987 -0.01 -0.03 0.02 0.113
H 2.285 3.532 0.069 -0.03 -0.05 -0.03 0.108
H 0.510 4.608 -1.299 -0.02 0.02 0.03 0.094
H 0.364 4.111 -3.720 0.00 0.00 -0.01 0.103
H 1.957 2.545 -4.759 0.00 -0.01 0.00 0.117
H 4.789 -0.763 2.643 -0.02 -0.01 -0.03 0.101
H 4.657 0.026 4.937 0.00 0.00 0.00 0.093
H 2.484 0.884 5.817 0.00 0.00 0.00 0.098
H 0.502 0.913 4.343 0.00 0.00 -0.01 0.105
C -2.881 -1.951 -1.390 0.00 -0.01 0.00 -0.102
N -2.647 -1.190 -0.164 0.08 0.13 0.01 -0.378
C -2.363 -2.098 0.948 0.01 -0.01 0.02 -0.100
C -3.778 -0.320 0.162 -0.06 -0.02 0.00 -0.206
C -3.867 0.919 -0.718 -0.06 -0.01 0.04 -0.205
N -2.890 1.958 -0.376 0.05 -0.14 -0.04 -0.370
C -2.739 2.889 -1.490 -0.02 0.03 -0.06 -0.109
C -3.272 2.677 0.835 0.01 0.01 0.00 -0.087
H -3.765 -2.599 -1.297 0.00 0.00 0.01 0.096
H -2.009 -2.565 -1.608 0.01 0.00 0.00 0.071
H -3.028 -1.286 -2.240 0.00 0.00 0.00 0.080
H -3.235 -2.711 1.214 -0.01 0.00 -0.03 0.096
H -2.052 -1.529 1.826 -0.01 0.00 0.00 0.081
H -1.547 -2.766 0.673 0.01 0.01 -0.01 0.095
H -3.683 -0.021 1.208 0.01 -0.01 0.00 0.112
H -4.727 -0.874 0.086 0.02 -0.03 0.00 0.130
H -4.890 1.322 -0.660 0.01 0.04 0.00 0.130
H -3.707 0.638 -1.760 0.00 0.00 0.00 0.111
H -3.689 3.364 -1.773 -0.01 -0.01 0.04 0.097
H -2.348 2.368 -2.367 0.00 -0.01 0.00 0.088
H -2.036 3.677 -1.221 0.04 0.02 0.01 0.077
H -4.244 3.179 0.719 0.00 0.00 -0.01 0.096
H -2.521 3.434 1.065 0.00 0.00 0.00 0.091
H -3.332 2.001 1.685 0.00 0.00 0.00 0.082
```
Forces are in eV/Å.

## Properties
gap between HOMO and LUMO: 7.2485 eV
LUMO level: 0.04 eV


[3]
Computed, not measured: C22H30Be2Cl6F4LiMgN3O3 as an isolated structure at a distorted geometry, with ωB97M-V/def2-TZVPD.

```
72
Properties=species:S:1:pos:R:3:forces:R:3:lowdin_charge:R:1
C 5.253 0.834 1.945 -1.37 -1.01 0.15 -0.195
C 4.064 1.717 1.244 0.62 -1.18 0.87 -0.227
C 3.096 2.212 2.439 0.44 0.60 -0.40 -0.221
C 2.238 3.542 2.089 0.04 -0.22 0.89 -0.195
C 0.789 3.236 1.436 0.23 0.95 -0.55 -0.175
C -0.456 3.693 2.362 -1.12 -0.44 0.37 -0.255
C -1.849 2.915 2.007 0.07 -0.40 -0.72 -0.234
C -2.967 3.861 1.327 0.77 0.70 -0.26 -0.186
C -4.077 4.417 2.343 -0.50 -1.56 -1.26 -0.212
C -4.955 3.294 3.086 -0.43 0.98 0.65 -0.185
C -6.124 2.642 2.186 -0.95 -0.66 0.86 -0.097
C -5.998 1.015 2.090 -0.16 -0.47 -0.18 -0.261
C -5.871 0.340 3.555 -0.52 -1.11 2.87 -0.077
N -5.919 -0.149 4.668 0.53 2.39 -6.87 0.177
C -4.764 0.600 1.139 0.42 -0.31 -0.69 -0.086
C -4.985 1.143 -0.362 -0.68 3.41 -1.58 -0.147
N -5.194 1.861 -1.315 1.22 -4.07 4.95 0.144
C -7.346 0.384 1.423 -1.74 -1.11 1.09 -0.329
F -8.023 1.304 0.578 1.88 -2.64 1.99 0.088
F -7.082 -0.854 0.739 -0.69 3.57 1.44 0.072
F -8.232 0.034 2.506 1.94 1.09 -3.15 0.062
H 5.360 -0.209 1.450 0.07 1.90 0.89 0.030
H 6.286 1.373 1.922 -2.23 -1.43 -0.43 -0.219
H 5.014 0.652 3.063 0.50 0.32 -1.81 0.097
H 4.562 2.571 0.660 -1.06 -1.14 0.78 0.105
H 3.512 0.970 0.545 0.87 1.64 0.95 0.113
H 3.794 2.490 3.324 -1.33 -0.57 -1.40 0.116
H 2.417 1.321 2.736 1.10 1.57 -0.30 0.127
H 2.884 4.252 1.446 -1.20 -1.22 0.88 0.121
H 2.084 4.096 3.101 0.14 -0.84 -1.73 0.111
H 0.674 2.127 1.149 0.14 1.69 0.64 0.122
H 0.697 3.859 0.459 0.03 -1.21 1.58 0.134
H -0.251 3.460 3.486 0.21 0.38 -1.51 0.078
H -0.684 4.829 2.235 0.72 -1.52 0.21 0.107
H -2.246 2.349 2.942 0.51 0.85 -1.39 0.100
H -1.619 2.078 1.234 -0.26 1.36 1.48 0.130
H -3.400 3.350 0.382 0.27 0.83 1.82 0.119
H -2.401 4.794 0.921 -0.98 -1.55 0.51 0.130
H -4.756 5.152 1.783 1.09 -0.77 1.13 0.154
H -3.523 5.020 3.172 -1.12 0.19 -1.16 -0.022
H -5.495 3.834 3.962 0.96 -0.99 -1.39 0.138
H -4.267 2.518 3.577 -1.07 0.82 -0.77 0.096
H -7.133 2.818 2.735 1.79 -0.21 -0.93 0.153
H -6.253 3.117 1.149 0.52 -0.90 1.45 0.134
H -4.561 -0.539 1.108 -0.66 1.96 0.05 0.145
H -3.819 1.072 1.593 -1.37 -0.53 -1.00 0.097
Mg -2.239 4.672 4.351 0.65 -0.69 0.20 1.157
F -6.021 0.135 6.990 0.21 0.47 0.61 -0.363
C 6.626 -2.535 -0.710 0.37 0.40 1.80 -1.960
Cl 5.290 -3.007 0.378 -0.14 0.24 -1.35 0.431
Cl 6.410 -3.344 -2.288 0.08 -0.34 -0.84 0.438
Cl 6.604 -0.773 -0.935 -0.03 -0.42 -0.30 0.543
Cl 8.182 -3.018 -0.021 -0.53 0.25 -1.20 0.530
Cl 6.811 -3.531 2.497 0.11 -0.20 1.32 -0.246
Li 4.246 -4.073 -3.122 -0.33 0.45 0.12 0.725
N 3.571 -7.168 -6.433 0.05 -0.60 0.05 0.064
C 2.781 -8.094 -5.821 2.14 0.09 0.81 -0.151
C 1.481 -7.917 -6.276 -1.87 0.93 -0.71 -0.125
C 1.497 -6.851 -7.198 -0.03 -0.42 -0.35 -0.015
C 2.800 -6.404 -7.281 -0.29 -0.12 -0.01 -0.011
H 4.563 -7.061 -6.289 -0.11 -0.19 -0.14 0.164
H 3.198 -8.797 -5.117 -0.16 0.36 0.24 0.064
H 0.623 -8.497 -5.973 -0.01 0.50 0.30 0.041
H 0.655 -6.450 -7.743 0.11 -0.06 0.08 0.126
H 3.242 -5.612 -7.867 -0.13 0.06 0.14 0.138
C 1.771 -1.948 -5.116 -3.05 0.79 -1.25 -0.969
O 1.025 -0.974 -5.096 0.35 0.13 0.07 0.113
O 2.991 -1.946 -4.734 5.87 0.09 0.98 -0.171
O 1.454 -3.093 -5.510 -0.12 -0.81 0.11 0.125
Be 7.486 2.285 2.259 1.42 1.04 0.35 0.473
Cl 1.555 -10.420 -5.326 0.24 -0.55 -0.47 0.234
Be 4.804 -0.994 -5.150 -2.47 -0.56 0.43 0.770
```
Forces are in eV/Å.

## Properties
net charge: +2
gap between HOMO and LUMO: 1.1960 eV
LUMO level: -9.64 eV